Record 1
A cluster of 6 separate species, C60H108BBr2ClFIN2O3S in total in a non-equilibrium geometry, computed with the ωB97M-V functional and the def2-TZVPD basis.

The SMILES is CCCCN1c2c(C[C@@H](C)Cl)c(I)c([C@H](F)CC)c(B(O)CC)c2Sc2c(O)cc(CCC(N)=O)c(/C(Br)=C(/C)Br)c21.CCCCCC.CCCCCC.CCCCCC.CCCCCC.CCCCCC. The energy above the lowest of the compared OMol25 structures with the same formula, charge and spin is 0.000 eV. The calculation puts the HOMO-LUMO gap at 8.29 eV.

```
! wB97M-V def2-TZVPD RIJCOSX def2/J DEFGRID3
* xyz 0 1
C -2.61797 3.18649 5.13952
C -2.60012 3.65533 3.66444
C -2.77763 2.38512 2.79445
C -3.00174 2.65561 1.29061
N -1.77828 2.66693 0.44130
C -0.65766 3.28203 1.06755
C -0.50710 4.68023 0.98892
C -1.57811 5.46548 0.20753
C -2.42201 6.47750 1.04501
C -2.46673 7.86053 0.31883
Cl -4.14110 5.99052 1.25828
C 0.59159 5.28364 1.56377
I 0.81562 7.39698 1.35051
C 1.56479 4.57655 2.25814
C 2.74032 5.28107 2.89970
F 3.95342 4.72549 2.48690
C 2.63867 5.32259 4.45365
C 3.77793 4.58441 5.17086
C 1.41177 3.20271 2.33117
B 2.41755 2.19223 3.09079
O 3.65048 1.95252 2.57141
C 1.88126 1.52531 4.42026
C 2.30817 0.01720 4.58704
C 0.33587 2.59341 1.73129
S 0.24424 0.80590 1.83403
C -0.62518 0.46187 0.31805
C -0.40438 -0.71625 -0.36328
O 0.48656 -1.61825 0.19243
C -1.04105 -0.97411 -1.54072
C -1.92648 -0.05352 -2.07408
C -2.62857 -0.27367 -3.39530
C -1.80210 -1.12856 -4.39343
C -2.56769 -1.23990 -5.71587
N -3.36351 -2.39053 -5.85015
O -2.48210 -0.39552 -6.59054
C -2.14205 1.11791 -1.37104
C -3.09796 2.12269 -1.92259
Br -2.34081 3.61402 -2.86810
C -4.41954 2.05646 -1.80282
C -5.36717 3.09459 -2.35720
Br -5.22677 0.55799 -0.90535
C -1.49920 1.40684 -0.16315
H -2.48545 4.01856 5.83784
H -3.53630 2.63377 5.37085
H -1.79039 2.48108 5.29656
H -3.38218 4.39169 3.47662
H -1.58767 4.04922 3.50610
H -1.98838 1.66049 3.00791
H -3.71250 1.93063 3.16054
H -3.63623 1.84732 0.91638
H -3.56386 3.57728 1.13003
H -2.24458 4.79235 -0.32679
H -1.01473 6.01007 -0.56049
H -1.93060 6.63941 2.00468
H -2.49741 8.62729 1.10464
H -3.39963 7.98376 -0.23685
H -1.58687 8.04057 -0.29383
H 2.78665 6.32337 2.58295
H 1.64365 4.99616 4.77697
H 2.70367 6.37168 4.77005
H 3.67381 4.79411 6.24297
H 3.74695 3.49783 5.07104
H 4.76351 4.91135 4.83311
H 3.65887 2.32342 1.67947
H 0.78489 1.56287 4.46518
H 2.24239 2.04370 5.31788
H 2.49006 -0.46370 3.62453
H 1.47554 -0.48417 5.09102
H 3.18345 0.01702 5.24114
H -0.02835 -2.41499 0.37025
H -0.84969 -1.88394 -2.10141
H -3.55948 -0.82844 -3.20444
H -2.91152 0.65157 -3.90295
H -1.72901 -2.14128 -3.97677
H -0.80886 -0.69750 -4.53190
H -2.93146 -3.13786 -5.31850
H -3.41998 -2.65909 -6.82710
H -5.28462 4.02607 -1.78213
H -5.09237 3.33003 -3.38817
H -6.40853 2.77313 -2.29965
C 2.44082 -2.11558 8.10930
C 2.02452 -0.81202 8.78265
C 3.14879 0.22117 8.85338
C 4.37065 -0.19722 9.67325
C 4.08756 -0.56624 11.12890
C 3.52039 0.58835 11.94999
H 3.23292 -2.62345 8.66254
H 1.59203 -2.79940 8.04964
H 2.79638 -1.93049 7.09327
H 1.63550 -1.02367 9.78241
H 1.19407 -0.37835 8.21745
H 2.74327 1.15490 9.25478
H 3.48039 0.45220 7.83519
H 5.09619 0.62251 9.65239
H 4.86249 -1.04389 9.18552
H 5.02396 -0.89318 11.58923
H 3.40638 -1.42126 11.18026
H 4.20318 1.44073 11.94576
H 3.37542 0.27781 12.98619
H 2.55358 0.91946 11.56621
C -3.31521 -5.58213 -7.09294
C -2.57623 -5.21367 -8.37658
C -3.46036 -5.26682 -9.62142
C -4.03326 -6.64593 -9.95126
C -2.99482 -7.74880 -10.15099
C -2.05340 -7.48692 -11.32242
H -3.68020 -6.60953 -7.11689
H -2.64838 -5.49071 -6.23235
H -4.16900 -4.91994 -6.93035
H -1.70570 -5.86350 -8.49807
H -2.18489 -4.19609 -8.27571
H -2.88700 -4.89584 -10.47559
H -4.29375 -4.56787 -9.49512
H -4.63768 -6.55968 -10.85994
H -4.72502 -6.95255 -9.16107
H -3.52140 -8.69003 -10.33028
H -2.41144 -7.89467 -9.23729
H -2.61326 -7.37812 -12.25295
H -1.36029 -8.32139 -11.44289
H -1.45938 -6.58396 -11.16994
C 8.03800 6.29594 -2.06179
C 6.97323 6.91667 -1.16304
C 6.33824 5.91955 -0.19487
C 5.58261 4.76585 -0.85474
C 4.45271 5.18316 -1.79522
C 3.34282 5.95722 -1.09266
H 7.61969 5.52383 -2.70972
H 8.48530 7.05613 -2.70458
H 8.83691 5.84775 -1.46705
H 6.20467 7.39211 -1.77908
H 7.43473 7.71767 -0.57863
H 5.66378 6.46020 0.47573
H 7.12066 5.49863 0.44469
H 5.16974 4.12936 -0.06485
H 6.28661 4.13688 -1.40793
H 4.02260 4.28153 -2.24055
H 4.84532 5.77634 -2.62617
H 2.91323 5.36305 -0.28197
H 2.54114 6.19865 -1.79371
H 3.70648 6.89727 -0.67419
C -2.23466 -1.07715 15.30610
C -1.59110 -2.39474 14.88599
C -0.06621 -2.33049 14.81426
C 0.49409 -1.34562 13.78707
C 0.03961 -1.57328 12.34689
C 0.47418 -2.92227 11.78190
H -2.03432 -0.28190 14.58608
H -3.31785 -1.18792 15.37892
H -1.86433 -0.75631 16.28219
H -2.00463 -2.71549 13.92573
H -1.86948 -3.16488 15.61068
H 0.31869 -3.33308 14.60594
H 0.32416 -2.05979 15.80059
H 1.58754 -1.39406 13.82394
H 0.23036 -0.32514 14.08054
H 0.46337 -0.78199 11.72169
H -1.04690 -1.47588 12.26859
H 1.56163 -3.02512 11.81376
H 0.15733 -3.01556 10.74129
H 0.03310 -3.75252 12.33577
C -3.46183 -6.36034 -14.92902
C -2.81516 -7.70066 -15.26159
C -1.28880 -7.64297 -15.31068
C -0.70296 -6.72188 -16.38183
C -1.13339 -7.03556 -17.81383
C -0.69838 -8.41885 -18.28819
H -3.24866 -5.60795 -15.69011
H -4.54635 -6.46810 -14.86828
H -3.10678 -5.98403 -13.96724
H -3.21509 -8.07517 -16.20791
H -3.10810 -8.42688 -14.49753
H -0.90494 -8.65739 -15.45342
H -0.91561 -7.31650 -14.33426
H 0.38896 -6.77285 -16.32093
H -0.96614 -5.68465 -16.15450
H -0.69513 -6.28573 -18.47803
H -2.21787 -6.93762 -17.91583
H 0.38699 -8.52581 -18.23136
H -0.99686 -8.57675 -19.32586
H -1.15274 -9.21180 -17.69193
*
```

---

Record 2
A cluster of 15 separate species, C60H115N5O35 in total in a non-equilibrium geometry, computed with the ωB97M-V functional and the def2-TZVPD basis.

The calculation puts the HOMO-LUMO gap at 9.62 eV.

```
! wB97M-V def2-TZVPD RIJCOSX def2/J DEFGRID3
* xyz 0 1
C -3.75082 4.22338 1.20649
C -4.49840 4.24391 -0.09903
C -4.41996 2.83490 -0.65486
O -5.20611 1.91249 0.06209
C -5.21610 0.63151 -0.49463
N -5.89279 4.71211 0.22377
H -2.68377 3.90704 0.98109
H -4.12743 3.48702 1.86371
H -3.67781 5.22560 1.69964
H -4.08429 4.93735 -0.87729
H -3.39993 2.53289 -0.56583
H -4.73593 2.83905 -1.68751
H -4.25299 0.05190 -0.43659
H -5.40607 0.68889 -1.57635
H -6.09746 0.10330 -0.04424
H -6.38815 3.98957 0.72378
H -6.53123 4.82876 -0.59593
C 4.30313 0.08733 -1.33006
C 5.16657 1.28447 -1.43479
C 5.42853 1.51219 -2.89701
O 6.04895 0.34119 -3.37322
C 6.12331 0.21273 -4.72724
N 4.50827 2.53003 -0.87153
H 4.84577 -0.73616 -1.87956
H 3.35448 0.05398 -1.81575
H 4.10765 -0.25356 -0.33658
H 6.13016 1.05069 -0.92067
H 6.14235 2.37543 -2.88564
H 4.52536 1.74093 -3.46340
H 5.34662 -0.47670 -5.01582
H 7.08708 -0.20222 -5.10776
H 5.96373 1.19838 -5.18713
H 4.29463 2.27756 0.10737
H 5.04396 3.42190 -0.92145
C 3.38238 -2.93217 2.23967
C 2.62987 -3.30643 0.93081
C 2.03840 -4.68483 0.87382
O 3.13081 -5.63047 0.98647
C 2.58004 -6.93662 1.33829
N 1.49010 -2.34292 0.70047
H 3.71316 -1.83500 2.16826
H 4.22904 -3.56467 2.41365
H 2.67756 -3.10743 3.04986
H 3.18406 -3.10208 0.05446
H 1.42965 -4.95782 0.07031
H 1.33946 -4.80907 1.70608
H 1.71707 -6.81430 2.00562
H 3.35939 -7.62936 1.67133
H 2.18117 -7.35247 0.41440
H 0.97688 -2.46519 1.55117
H 0.89646 -2.73321 -0.03241
C 2.12634 -6.72110 -2.38492
C 0.70380 -5.93824 -2.42794
C 0.79801 -4.63234 -3.12375
O 1.59890 -3.79010 -2.38282
C 1.89420 -2.62266 -3.12269
N -0.37621 -6.72851 -3.03275
H 2.01126 -7.71290 -2.01741
H 2.79089 -6.19807 -1.72695
H 2.48489 -6.73487 -3.40352
H 0.45701 -5.68723 -1.39065
H -0.22089 -4.27464 -3.18437
H 1.11984 -4.74480 -4.14528
H 1.01651 -1.97032 -3.40654
H 2.35455 -2.89055 -4.07758
H 2.55345 -2.03691 -2.46321
H -0.82139 -7.41534 -2.41707
H -0.03094 -7.33016 -3.73782
C -0.09149 2.80555 0.76487
C -0.99387 1.51413 0.83601
C -0.84085 0.64749 -0.41311
O -1.67463 -0.51569 -0.24970
C -1.76630 -1.47632 -1.31322
N -0.67286 0.84634 2.13630
H -0.15169 3.14892 -0.27989
H 0.89705 2.52834 1.11937
H -0.36086 3.61016 1.43963
H -2.04686 1.75340 0.92048
H 0.23247 0.33342 -0.49528
H -1.15179 1.25789 -1.36121
H -2.49592 -1.25975 -2.15715
H -2.05397 -2.42148 -0.88862
H -0.77753 -1.61093 -1.73613
H 0.35424 0.68903 2.09742
H -1.10588 -0.06831 2.12070
C -1.16673 6.26986 0.26857
C -0.60579 5.77249 -1.07625
C -0.62764 6.85151 -2.15960
O 0.72760 6.84524 -2.69899
C 1.53343 6.06366 -1.93822
O 2.68316 5.78066 -2.15674
O 0.78407 5.57816 -0.92224
H -2.27386 6.34779 0.28501
H -0.66882 7.26151 0.50432
H -0.91633 5.54120 1.04150
H -1.19043 4.91715 -1.37879
H -0.80646 7.85386 -1.77849
H -1.35210 6.66346 -2.94009
C -1.22540 2.35573 6.27045
C -0.87733 2.45867 4.81615
C -1.96189 3.23531 3.94563
O -1.28188 4.39242 3.45531
C 0.00815 4.44656 3.93920
O 0.70912 5.38485 3.75174
O 0.35954 3.35490 4.63783
H -1.53720 3.32346 6.65297
H -0.45267 1.97141 6.83296
H -2.13141 1.73645 6.32566
H -0.57895 1.53317 4.36783
H -2.80224 3.53445 4.60179
H -2.38394 2.64482 3.12842
C -3.87423 -0.16687 2.93312
C -3.35934 -1.57296 2.92821
C -4.23918 -2.45325 3.77402
O -5.17171 -3.06374 2.91478
C -4.77030 -2.91842 1.67169
O -5.32557 -3.41812 0.73975
O -3.70300 -2.12326 1.61373
H -4.87302 -0.19233 2.57690
H -3.34879 0.59463 2.26259
H -3.91558 0.25870 3.95215
H -2.28407 -1.73020 3.23676
H -4.72976 -1.73074 4.51302
H -3.83064 -3.29329 4.40134
C -3.48961 1.22549 -7.66191
C -2.69056 1.51831 -6.40539
C -3.55104 1.93343 -5.21721
O -3.69412 0.69477 -4.43834
C -2.70637 -0.12044 -4.85418
O -2.48186 -1.19964 -4.46959
O -2.04395 0.39068 -5.91709
H -2.93311 0.72458 -8.38522
H -3.85549 2.18130 -8.13449
H -4.31258 0.60152 -7.38247
H -1.93590 2.28219 -6.67089
H -4.56390 2.21392 -5.45403
H -3.00364 2.59795 -4.57701
C -3.60147 -4.07429 -2.77694
C -3.99287 -5.34390 -3.43831
C -3.34227 -5.55674 -4.81194
O -3.16466 -7.03354 -4.81317
C -3.19870 -7.46132 -3.53846
O -2.84327 -8.54579 -3.18342
O -3.59688 -6.50969 -2.69803
H -3.90193 -3.14803 -3.42579
H -2.50408 -4.05247 -2.45373
H -4.19554 -3.95751 -1.83547
H -5.06413 -5.45044 -3.58885
H -2.36804 -5.11145 -4.75791
H -3.88853 -5.27603 -5.69971
C 3.77571 2.38736 2.81501
C 5.18491 1.92022 2.75081
C 6.18009 2.60278 3.69675
O 6.74303 1.45923 4.33059
C 6.05711 0.33328 4.08870
O 6.22075 -0.68814 4.69617
O 5.21984 0.50358 3.03486
H 3.78737 3.46224 3.13930
H 3.32039 1.80197 3.58748
H 3.24075 2.32359 1.91941
H 5.58087 2.02560 1.69030
H 5.63308 3.24102 4.42074
H 6.87627 3.19061 3.09850
C 1.69471 0.53639 -4.57363
C 1.03934 1.57386 -3.67923
C 1.80896 2.78023 -3.26048
O 0.72451 3.64942 -2.86508
C -0.35552 3.33569 -3.55991
O -1.38693 3.96919 -3.57971
O -0.16226 2.19528 -4.27883
H 0.99329 -0.20853 -4.85288
H 2.48301 0.14808 -3.94662
H 2.07670 1.03418 -5.47291
H 0.70919 1.09336 -2.79646
H 2.41156 3.32667 -4.07762
H 2.49234 2.64344 -2.40920
C -4.19202 -6.68160 1.59222
C -2.71494 -6.16320 1.47799
C -2.36639 -5.14913 0.40950
O -1.30457 -4.40890 1.11269
C -1.49887 -4.50233 2.44791
O -0.99327 -3.75954 3.22972
O -2.37598 -5.47578 2.72469
H -4.90232 -5.88013 1.25842
H -4.42456 -6.86333 2.64161
H -4.50526 -7.53986 1.00207
H -2.02571 -6.97968 1.40592
H -3.14971 -4.48327 0.12980
H -1.91529 -5.62458 -0.43601
C 2.67506 7.19085 0.88699
C 4.11201 6.78290 1.34087
C 4.16184 5.99452 2.66169
O 5.29991 5.09107 2.37397
C 5.58478 5.10208 1.04417
O 6.33036 4.34472 0.44899
O 4.78471 5.94862 0.37391
H 2.08299 6.34667 0.65535
H 2.81368 7.86024 0.05033
H 2.12341 7.71722 1.62135
H 4.67067 7.67490 1.41172
H 3.25038 5.43796 2.84558
H 4.40613 6.60151 3.53297
C 1.58977 -0.50721 5.79731
C 0.70470 -1.59759 5.19040
C 0.48378 -2.81713 6.01927
O -0.72444 -2.56336 6.68754
C -1.44283 -1.65922 6.08052
O -2.58193 -1.35694 6.32901
O -0.69550 -1.07164 5.14108
H 1.50678 0.32870 5.12209
H 2.63518 -0.83730 5.82226
H 1.26049 -0.16083 6.74338
H 0.98217 -1.86670 4.15073
H 1.19372 -3.05495 6.78842
H 0.43157 -3.60743 5.35756
*
```

---

What is the HOMO-LUMO gap in the second record? 9.62 eV